[1]
45
Properties=species:S:1:pos:R:3:lowdin_charge:R:1 method="wB97M-V/def2-TZVPD" gap_ev=7.2 de_lowest_kj_mol=0.0 charge=+1 total_energy_ha=-1331.20558
C 1.663 4.479 -0.103 -0.09
C 1.691 3.117 0.726 -0.20
C 2.653 2.834 1.915 -0.01
C 2.627 1.480 2.671 -0.04
C 1.604 0.396 2.278 -0.03
C 0.610 0.643 1.126 -0.15
C -0.523 -0.433 0.689 -0.08
N -1.841 0.237 1.028 -0.07
C -2.396 0.794 -0.055 0.14
C -3.724 1.487 0.530 -0.24
O -4.832 1.767 -0.356 -0.10
N -4.717 3.095 -0.759 0.01
O -4.068 3.090 -1.767 0.09
C -4.022 0.955 2.025 -0.04
C -2.524 0.385 2.344 -0.07
C 0.676 2.004 0.361 0.00
H 0.603 4.873 -0.292 0.08
H 2.188 4.277 -1.098 0.09
H 2.211 5.284 0.516 0.09
H 3.406 3.611 2.269 0.10
H 3.349 1.337 3.535 0.10
H 1.559 -0.599 2.822 0.10
H -0.348 -1.390 1.285 0.14
H -0.410 -0.594 -0.446 0.14
H -1.975 0.762 -1.108 0.18
H -3.324 2.552 0.763 0.16
H -4.102 1.866 2.727 0.14
H -4.891 0.220 2.137 0.14
H -1.939 0.913 3.185 0.16
H -2.753 -0.702 2.667 0.15
H -0.044 2.209 -0.511 0.10
C 1.380 -3.130 -4.224 -0.06
C 1.373 -4.395 -3.390 -0.20
O 2.134 -4.212 -2.184 0.04
C 1.492 -3.612 -1.166 -0.36
O 0.349 -3.230 -1.212 0.14
C 2.397 -3.528 0.060 -0.51
F 3.646 -3.128 -0.247 0.17
F 2.517 -4.720 0.676 0.17
F 1.938 -2.661 0.987 0.13
H 2.404 -2.805 -4.421 0.09
H 0.871 -3.293 -5.176 0.09
H 0.880 -2.311 -3.701 0.07
H 1.856 -5.203 -3.945 0.13
H 0.356 -4.724 -3.163 0.13

[2]
13
Properties=species:S:1:pos:R:3:lowdin_spin:R:1 method="wB97M-V/def2-TZVPD" gap_ev="9.4 / 3.6" de_lowest_kj_mol=367.4 multiplicity=2 charge=+1 total_energy_ha=-915.02419
S -2.619 -1.483 0.168 0.27
S -2.320 0.343 -1.134 0.20
H -2.051 -1.064 1.219 0.01
H -3.512 0.341 -1.384 0.01
C 1.263 0.040 -1.040 0.04
C 1.355 -0.132 0.572 0.18
C 0.843 0.782 1.436 0.25
H 2.135 0.267 -1.530 0.01
H 0.769 0.826 -1.533 0.00
H 1.032 -1.006 -1.432 0.01
H 2.057 -1.012 0.896 0.01
H 1.191 0.693 2.447 0.01
H -0.143 1.407 1.316 0.00